(1)
{
  "formula": "C12H6GaNO5",
  "method": "wB97M-V/def2-TZVPD",
  "elements": ["O", "C", "Ga", "O", "C", "C", "O", "C", "O", "C", "O", "H", "N", "C", "C", "C", "C", "C", "C", "C", "H", "H", "H", "H", "H"],
  "xyz": [[-0.0282, 3.7434, -5.8768], [0.1442, 2.8116, -6.5019], [-0.4543, -0.7555, -2.2721], [0.2365, 2.6666, -3.0347], [-0.0068, 1.5534, -2.8106], [2.2839, -2.1082, -3.6329], [1.9283, -3.0698, -4.2481], [2.0294, -0.8898, -2.9069], [2.9217, -0.1332, -2.6054], [-2.8585, 0.0318, -2.5819], [-3.9445, 0.2528, -2.8311], [-2.1179, -0.6711, -1.7344], [-0.0924, -0.5120, -0.4851], [-0.1081, -0.4167, 0.6920], [-0.0735, -0.3271, 2.0903], [-0.2068, -1.4912, 2.8789], [-0.1185, -1.4003, 4.2688], [0.0831, -0.1588, 4.8779], [0.1925, 1.0029, 4.1047], [0.1044, 0.9288, 2.7138], [-0.3819, -2.4478, 2.3821], [-0.2028, -2.3132, 4.8668], [0.1506, -0.0944, 5.9715], [0.3537, 1.9737, 4.5804], [0.1659, 1.8243, 2.0946]],
  "forces_ev_per_a": [[0.2, -1.1, -0.8], [-0.2, 1.1, 0.7], [2.6, -1.9, -1.4], [-1.1, -5.5, 1.1], [0.8, 5.3, -1.0], [-1.9, -7.9, -5.1], [2.1, 5.8, 3.8], [1.2, 2.8, 1.7], [-2.1, -0.8, -0.2], [-5.8, 3.7, -0.4], [2.0, -1.2, 0.2], [1.2, -1.1, -1.4], [0.9, 1.1, 4.9], [0.2, -0.3, -1.9], [-0.1, 0.1, 0.7], [0.0, -0.3, 0.2], [-0.1, -0.3, -0.5], [0.0, 0.0, 0.0], [0.0, 0.1, -0.5], [0.1, 0.2, 0.2], [0.1, 0.2, 0.3], [0.0, 0.4, -0.2], [0.0, 0.0, -0.5], [-0.1, -0.4, -0.2], [0.1, -0.2, 0.3]],
  "lowdin_charge": [0.012, 0.009, 0.645, 0.180, 0.084, 0.079, 0.289, -0.273, 0.131, -0.012, 0.281, 0.037, 0.097, 0.025, -0.210, 0.008, -0.024, -0.004, -0.023, 0.007, 0.132, 0.132, 0.137, 0.131, 0.130],
  "mol_weight_da": 313.9,
  "homo_ev": [-15.8, -15.8],
  "orbital_gap_ha": [0.2108, 0.2076],
  "charge": 2,
  "de_lowest_ev": 0.000,
  "lumo_ev": [-10.114, -10.198]
}

=====

(2)
{
  "formula": "C2H4N2OS2",
  "method": "wB97M-V/def2-TZVPD",
  "elements": ["C", "C", "H", "H", "H", "H", "N", "N", "O", "S", "S"],
  "xyz": [[-1.6221, -0.2492, 0.1148], [2.2062, -0.8890, -0.1875], [0.3588, 1.4792, 0.0189], [-2.2763, 1.6302, -0.2300], [2.3854, -1.9364, 0.0865], [3.0435, -0.3290, -0.5541], [-1.4465, 1.0618, -0.0965], [1.0878, -0.3229, -0.1080], [-0.4275, 1.8053, 0.4726], [-3.0840, -1.0055, -0.0242], [-0.2253, -1.2446, 0.5074]],
  "forces_ev_per_a": [[0.0, -0.1, -0.1], [0.2, -0.8, 0.2], [0.5, -0.1, -0.1], [0.1, -0.2, 0.0], [-0.1, 0.2, 0.0], [0.3, 0.3, -0.2], [-0.5, 0.2, 0.0], [-0.7, 0.3, 0.1], [-0.2, 0.1, 0.2], [0.3, 0.1, 0.1], [0.1, 0.1, -0.1]],
  "lowdin_charge": [-1.186, -0.130, 0.053, 0.138, 0.074, 0.069, -0.122, -0.362, -0.041, 0.575, 0.931],
  "mol_weight_da": 136.2,
  "homo_ev": -8.6,
  "orbital_gap_ha": 0.3241,
  "charge": 0,
  "smiles": "C=NSC(=S)NO",
  "de_lowest_ev": 2.771,
  "lumo_ev": 0.247
}

=====

(3)
{
  "formula": "C19H15F6INOS",
  "method": "wB97M-V/def2-TZVPD",
  "elements": ["F", "C", "F", "F", "C", "C", "C", "C", "C", "C", "N", "C", "C", "H", "H", "H", "H", "H", "C", "C", "C", "C", "C", "I", "C", "C", "C", "C", "O", "S", "C", "F", "F", "F", "H", "H", "H", "H", "H", "H", "H", "H", "H", "H"],
  "xyz": [[-3.9379, 6.2693, -3.3465], [-2.6153, 6.0230, -3.6006], [-2.4624, 6.0301, -4.9614], [-1.9172, 7.1078, -3.1216], [-2.1384, 4.7323, -2.9802], [-1.0579, 4.0567, -3.5466], [-0.5823, 2.9011, -2.9388], [-1.2226, 2.3325, -1.8083], [-0.8801, 0.9636, -1.3494], [-1.9963, 0.2065, -0.8813], [-2.8699, -0.4918, -0.5277], [-2.2660, 3.0848, -1.2254], [-2.7365, 4.2592, -1.8168], [-0.5886, 4.4274, -4.4544], [0.2912, 2.3962, -3.3648], [-0.2267, 0.4147, -2.0449], [-2.7354, 2.7308, -0.3052], [-3.5748, 4.7932, -1.3774], [0.1555, -2.6388, 0.0360], [0.4798, -2.1229, 1.4359], [-0.7990, -1.8586, 2.1850], [1.3633, -3.0679, 2.2488], [1.9153, -2.6644, 3.4756], [1.7333, -0.7391, 4.2714], [2.6646, -3.5679, 4.2537], [2.8654, -4.8822, 3.8148], [2.3573, -5.2741, 2.5769], [1.6635, -4.3520, 1.7816], [1.2915, -0.9353, 1.3506], [0.6208, 0.4189, 0.2491], [2.1968, 0.6705, -0.5470], [2.0962, 1.8038, -1.3173], [3.1971, 0.8649, 0.3573], [2.5641, -0.3572, -1.3592], [-0.2529, -3.6512, 0.1248], [-0.6155, -2.0324, -0.4580], [1.0556, -2.6618, -0.5870], [-1.3201, -2.8024, 2.3852], [-0.5584, -1.3938, 3.1450], [-1.4610, -1.2068, 1.6071], [3.0745, -3.2525, 5.2030], [3.4407, -5.5851, 4.4117], [2.4804, -6.2939, 2.2128], [1.3087, -4.6554, 0.7935]],
  "forces_ev_per_a": [[0.9, 0.0, -0.2], [0.0, -0.3, 0.1], [-0.1, 0.2, 0.9], [-0.6, -0.5, -0.5], [-0.4, 0.6, -0.4], [0.3, -0.3, 0.5], [0.0, 0.0, -0.1], [-0.2, -0.4, -0.4], [-0.1, 1.9, -1.4], [-0.8, -1.2, 0.2], [1.3, 1.2, -0.3], [-0.2, 0.2, -0.1], [0.4, -0.5, 0.3], [-0.1, 0.0, 0.2], [-0.4, 0.1, 0.1], [-0.6, 0.2, 0.1], [0.1, 0.0, -0.3], [0.2, -0.1, 0.0], [-0.2, -0.4, -0.1], [0.8, 1.0, -0.9], [-0.6, 0.0, 0.5], [0.3, 0.0, -0.1], [0.4, -0.9, 0.3], [0.3, 0.1, 0.4], [-0.4, -0.1, -0.6], [-0.2, 0.3, -0.3], [-0.1, 0.4, -0.2], [-0.1, -0.3, 0.5], [0.7, 0.5, 0.1], [-1.1, -2.1, 1.8], [0.0, 0.4, -0.1], [0.5, -0.9, 0.3], [-0.6, -0.2, -1.0], [0.2, 0.7, 0.3], [0.0, 0.1, -0.2], [0.3, -0.1, 0.3], [-0.1, 0.0, 0.1], [0.0, 0.1, -0.1], [-0.4, -0.1, -0.2], [0.1, -0.1, 0.1], [0.0, 0.1, 0.0], [-0.1, 0.1, 0.0], [0.1, 0.2, 0.1], [0.1, 0.1, 0.5]],
  "lowdin_charge": [0.097, -0.521, 0.097, 0.097, -0.167, -0.033, -0.038, -0.232, -0.356, -0.336, 0.125, -0.031, -0.027, 0.114, 0.109, 0.090, 0.112, 0.114, -0.052, -0.635, -0.061, -0.184, -0.592, 1.001, -0.168, -0.106, -0.091, -0.028, -0.539, 1.108, -0.801, 0.049, 0.071, 0.069, 0.078, 0.055, 0.093, 0.099, -0.003, 0.061, 0.071, 0.094, 0.096, 0.100],
  "mol_weight_da": 546.3,
  "homo_ev": -3.7,
  "orbital_gap_ha": 0.2248,
  "charge": -1,
  "lumo_ev": 2.422
}

=====

(4)
{
  "formula": "C6H13P",
  "method": "wB97M-V/def2-TZVPD",
  "elements": ["C", "C", "C", "C", "C", "C", "P", "H", "H", "H", "H", "H", "H", "H", "H", "H", "H", "H", "H", "H"],
  "xyz": [[3.0017, 0.2932, -0.8781], [-0.8274, 2.4290, 0.2443], [0.1724, -2.4888, 0.7561], [-1.0738, 1.1167, -0.6016], [-0.8747, -0.2011, 0.3294], [-0.4153, -1.4507, -0.3597], [3.1961, 0.7905, 0.6158], [0.4851, -1.2273, -0.8667], [-1.7188, 2.6221, 0.9035], [-0.8670, 3.4624, -0.2109], [0.1767, 2.3779, 0.6612], [-0.1457, -3.4583, 0.3562], [-0.2678, -2.0749, 1.6582], [1.2808, -2.2941, 0.8056], [-0.1567, 1.2563, -1.2686], [-1.9344, 0.9654, -1.2958], [-1.6822, -0.1631, 1.0046], [0.0377, 0.0826, 0.8901], [-1.1535, -2.0105, -0.8967], [2.7669, -0.0273, -1.8471]],
  "forces_ev_per_a": [[0.4, 1.4, 4.3], [-2.7, 0.9, -0.4], [-0.1, 2.2, -1.7], [2.4, -0.1, -0.6], [2.1, 3.3, -1.7], [0.3, -1.5, 2.4], [-0.3, -1.1, -3.3], [0.4, 0.4, -1.5], [1.3, -0.7, 0.6], [0.3, -1.4, -0.8], [-0.4, -0.2, 0.7], [0.5, -0.1, 1.1], [-0.1, -1.1, 0.5], [-1.1, -0.7, 0.0], [-1.1, -1.1, 0.3], [0.3, 0.8, 0.9], [-1.1, -0.8, 0.8], [-0.5, 0.0, 0.3], [-0.4, 0.1, -0.8], [-0.1, -0.3, -1.0]],
  "lowdin_charge": [-0.507, -0.143, -0.082, -0.229, -0.241, -0.254, 0.687, 0.053, 0.072, 0.071, 0.038, 0.062, 0.050, 0.064, 0.091, 0.101, 0.091, 0.075, 0.089, -0.089],
  "mol_weight_da": 116.1,
  "homo_ev": -10.1,
  "orbital_gap_ha": 0.3787,
  "charge": 0,
  "smiles": "CCCCC.C#P",
  "de_lowest_ev": 3.002,
  "lumo_ev": 0.209
}

=====

(5)
{
  "formula": "C3H14NO3",
  "method": "wB97M-V/def2-TZVPD",
  "elements": ["C", "C", "C", "O", "N", "H", "H", "H", "H", "H", "H", "H", "H", "H", "H", "H", "H", "O", "H", "H", "O"],
  "xyz": [[-0.0992, -0.8205, 0.5849], [0.9911, -1.8288, 0.3671], [1.0604, -2.2353, -1.0909], [0.8226, -1.0688, -1.8651], [0.3281, 0.6017, 0.7402], [-0.7392, -1.0317, 1.4176], [-0.8637, -0.7863, -0.1903], [1.9593, -1.4088, 0.6142], [0.9444, -2.6995, 0.9857], [2.0298, -2.6632, -1.3582], [0.3143, -3.0032, -1.3218], [0.7996, -1.2786, -2.8020], [1.1287, 0.7073, 1.3700], [-0.4172, 1.2465, 0.9686], [0.8183, 0.8359, -0.1251], [-3.0114, 0.8019, 2.7616], [-2.9601, 2.2016, 3.1164], [-2.6201, 1.6075, 2.4314], [0.7346, 3.2549, -1.4860], [-0.8315, 3.0831, -1.4283], [0.0163, 2.6480, -1.3022]],
  "forces_ev_per_a": [[-2.1, 0.1, 0.6], [0.9, 0.5, -0.9], [-0.1, -0.5, -0.8], [0.1, 0.4, 0.2], [2.3, -0.8, -0.6], [0.2, -0.2, 1.0], [0.5, -0.1, -0.5], [0.3, 0.4, 0.2], [-0.5, -0.5, 0.5], [0.1, 0.0, 0.3], [-0.1, 0.1, 0.1], [0.0, -0.1, 0.0], [-0.6, -0.1, 0.8], [-0.3, 0.3, -0.1], [-0.9, 0.6, -0.7], [-0.1, -0.8, -0.2], [0.3, 0.5, -0.4], [0.0, 0.3, 0.5], [-0.2, 0.4, -0.2], [0.2, 0.3, -0.2], [0.0, -0.7, 0.4]],
  "lowdin_charge": [-0.155, -0.142, -0.244, -0.071, 0.201, 0.122, 0.141, 0.121, 0.122, 0.127, 0.128, 0.105, 0.176, 0.137, 0.129, 0.032, 0.055, -0.056, 0.053, 0.057, -0.039],
  "mol_weight_da": 112.1,
  "homo_ev": -14.1,
  "orbital_gap_ha": 0.4121,
  "charge": 1,
  "de_lowest_ev": 0.661,
  "lumo_ev": -2.840
}

=====

(6)
{
  "formula": "C30H35MnN3O2",
  "method": "wB97M-V/def2-TZVPD",
  "elements": ["Mn", "C", "C", "C", "C", "N", "C", "C", "C", "C", "C", "C", "N", "H", "H", "H", "H", "H", "H", "H", "H", "C", "C", "C", "C", "C", "C", "C", "C", "C", "C", "C", "C", "O", "H", "H", "H", "H", "H", "H", "H", "H", "H", "H", "H", "H", "H", "H", "H", "H", "H", "C", "C", "O", "H", "H", "H", "N", "C", "C", "C", "C", "C", "C", "H", "H", "H", "H", "H", "H", "H"],
  "xyz": [[0.2571, 0.0789, -0.5914], [-0.5312, 0.6794, 3.6945], [0.7128, 0.6271, 4.2688], [1.8298, 0.5563, 3.4439], [1.6581, 0.5505, 2.0764], [0.4694, 0.6015, 1.5316], [-0.6055, 0.6547, 2.3114], [2.8252, 0.4254, 1.1146], [4.1266, 0.6252, 1.5146], [5.1535, 0.4361, 0.5933], [4.8338, 0.0572, -0.6862], [3.4918, -0.0906, -1.0072], [2.5211, 0.1030, -0.1217], [-1.4337, 0.7213, 4.2910], [0.8240, 0.6207, 5.3480], [2.8210, 0.4710, 3.8698], [-1.5598, 0.6496, 1.7985], [4.3482, 0.9397, 2.5273], [6.1869, 0.5846, 0.8853], [5.5949, -0.1187, -1.4364], [3.1639, -0.3795, -2.0009], [-2.9541, -0.7927, -2.8186], [-3.7172, -1.2214, -1.5599], [-3.8785, -0.0470, -0.5870], [-3.0981, -2.4541, -0.9087], [-3.8445, -3.6310, -0.8712], [-3.3624, -4.7903, -0.2780], [-2.0883, -4.7565, 0.2733], [-1.2928, -3.6104, 0.2299], [0.1092, -3.6653, 0.8282], [1.2072, -3.4712, -0.2280], [0.3040, -2.6799, 1.9928], [-1.7995, -2.4386, -0.3593], [-1.0727, -1.3275, -0.3694], [-3.4677, 0.0347, -3.3269], [-2.8717, -1.6251, -3.5219], [-1.9443, -0.4746, -2.5626], [-4.7238, -1.5144, -1.8623], [-2.9041, 0.2524, -0.2165], [-4.4978, -0.3331, 0.2691], [-4.3572, 0.8078, -1.0842], [-4.8402, -3.6269, -1.3090], [-3.9646, -5.6933, -0.2418], [-1.6838, -5.6499, 0.7461], [0.2266, -4.6729, 1.2279], [1.1456, -2.4926, -0.6907], [1.1114, -4.2097, -1.0269], [2.2035, -3.5828, 0.2227], [0.4070, -1.6573, 1.6125], [1.2083, -2.9266, 2.5653], [-0.5506, -2.7018, 2.6756], [0.8411, 1.3940, -3.6818], [0.6138, 0.3560, -2.5906], [1.1020, -0.7698, -2.8276], [0.7476, 0.9572, -4.6856], [1.8747, 1.7494, -3.5692], [0.1777, 2.2591, -3.5842], [-1.0348, 2.3555, -0.5303], [-0.2595, 3.5359, -0.2520], [1.1097, 3.5079, -0.5007], [1.8908, 4.6285, -0.2457], [1.3144, 5.7793, 0.2789], [-0.0490, 5.8008, 0.5474], [-0.8334, 4.6859, 0.2774], [-1.8702, 2.3402, 0.0387], [-1.3430, 2.3264, -1.4931], [1.5495, 2.6005, -0.8945], [2.9560, 4.5986, -0.4500], [1.9227, 6.6542, 0.4767], [-0.5077, 6.6916, 0.9613], [-1.8995, 4.7075, 0.4795]],
  "forces_ev_per_a": [[-0.6, -0.2, 0.1], [-0.6, 0.0, -0.4], [0.7, -0.1, 0.2], [0.1, 0.0, 0.7], [1.6, 0.0, -0.2], [-1.0, 0.2, -0.3], [-0.3, 0.1, 0.1], [-0.5, 0.3, 1.3], [0.7, 0.1, 0.2], [0.0, 0.2, 0.7], [-0.2, -0.1, -0.5], [0.1, -0.1, -0.3], [-0.4, -0.4, -0.8], [0.0, 0.0, -0.1], [0.0, 0.0, -0.1], [-0.1, 0.0, 0.0], [0.0, 0.0, 0.0], [0.0, -0.1, -0.1], [-0.1, 0.0, 0.0], [-0.1, 0.0, 0.0], [0.0, 0.0, 0.1], [-0.1, 0.0, 0.0], [0.2, 0.0, 0.1], [-0.2, -0.1, 0.0], [-0.4, 0.0, -0.2], [0.0, 0.1, 0.1], [0.1, 0.1, 0.0], [0.1, 0.0, 0.0], [0.1, -0.4, 0.2], [-0.1, 0.3, -0.1], [0.1, -0.3, 0.2], [0.1, 0.0, -0.1], [0.3, 0.5, 0.0], [-0.3, 0.0, 0.2], [0.1, -0.1, 0.1], [0.0, 0.1, 0.0], [0.0, 0.0, 0.0], [-0.1, 0.0, -0.1], [0.2, 0.1, 0.1], [0.1, 0.0, -0.1], [0.1, -0.1, 0.1], [0.1, 0.0, 0.0], [0.1, 0.1, 0.0], [0.0, 0.1, -0.1], [0.0, -0.1, 0.1], [0.0, 0.1, -0.1], [0.0, 0.0, 0.0], [-0.1, 0.0, 0.0], [-0.1, -0.5, 0.1], [-0.1, 0.0, -0.1], [0.1, 0.0, 0.0], [-0.2, 0.0, -0.2], [1.0, -0.3, -1.1], [-0.3, 0.5, 0.1], [0.0, 0.0, 0.2], [-0.1, 0.0, 0.0], [0.1, 0.0, 0.0], [0.0, 0.1, 0.3], [0.1, -0.2, -0.1], [0.0, 0.1, 0.0], [0.0, 0.0, 0.0], [-0.1, 0.0, 0.0], [0.1, 0.0, 0.0], [0.0, 0.0, 0.1], [-0.2, 0.1, 0.0], [0.1, -0.1, -0.2], [0.0, 0.0, -0.1], [-0.1, 0.0, 0.0], [0.0, -0.1, 0.0], [0.0, -0.1, 0.0], [0.0, 0.0, 0.0]],
  "lowdin_spin": [4.554, 0.000, 0.006, 0.000, 0.010, 0.030, 0.010, 0.009, 0.001, 0.005, 0.001, 0.010, 0.039, 0.000, 0.000, 0.000, 0.001, 0.000, 0.000, 0.000, 0.001, 0.002, 0.001, 0.000, 0.007, 0.000, 0.007, 0.000, 0.007, 0.001, 0.003, 0.001, 0.010, 0.092, 0.000, 0.000, 0.003, 0.000, 0.000, 0.000, 0.000, 0.000, 0.000, 0.000, 0.000, 0.002, 0.000, 0.000, 0.001, 0.000, 0.000, 0.011, 0.035, 0.071, 0.001, 0.000, 0.000, 0.043, 0.003, 0.008, 0.001, 0.001, 0.000, 0.002, 0.001, 0.002, 0.006, 0.000, 0.000, 0.000, 0.000],
  "mol_weight_da": 524.6,
  "homo_ev": [-6.3, -6.8],
  "orbital_gap_ha": [0.2149, 0.2311],
  "charge": 0,
  "de_lowest_ev": 0.865,
  "multiplicity": 6,
  "lumo_ev": [-0.421, -0.526]
}

=====

no.,strongest force on any atom (eV/Å)
1,9.643
2,0.873
3,2.949
4,4.501
5,2.487
6,1.630